1.
81
Properties=species:S:1:pos:R:3:forces:R:3:lowdin_charge:R:1 method="wB97M-V/def2-TZVPD" charge=+1 largest_force_ev_per_a=1.3 lumo_energy_ev="-5.020 / -4.660" spin_multiplicity=3 orbital_gap_ha="0.18111 / 0.20710"
W -0.4359 -0.7919 -0.0113 0.54 0.56 1.09 1.2696
N 0.6435 -0.2543 1.9874 -0.11 -0.01 -0.05 -0.0394
C 1.8153 0.5778 1.8219 -0.02 0.05 0.03 -0.2615
C 1.9341 1.7207 2.5940 0.03 0.00 0.02 -0.0285
C 3.0502 2.5355 2.4806 0.01 -0.05 -0.04 -0.0709
C 4.0459 2.1953 1.5787 -0.06 -0.02 0.04 -0.0714
C 3.9055 1.0585 0.7975 0.05 0.03 -0.02 -0.0321
C 2.7906 0.2251 0.8900 -0.05 -0.06 -0.02 -0.1396
C 2.7123 -0.9714 -0.0020 0.04 0.03 -0.05 -0.1899
C 3.9027 -1.6771 -0.1871 0.03 0.04 -0.01 -0.0308
C 3.9872 -2.7661 -1.0370 -0.02 0.00 -0.01 -0.0579
C 2.8622 -3.1700 -1.7352 -0.02 0.05 0.05 -0.0716
C 1.6672 -2.4953 -1.5338 0.03 -0.05 -0.09 -0.1601
C 1.5446 -1.4065 -0.6666 -0.13 -0.04 0.06 -0.2910
H -0.0211 0.2117 2.6064 0.09 -0.09 -0.10 0.0928
H 0.9025 -1.1431 2.4177 0.04 0.15 -0.03 0.0456
H 1.1544 1.9679 3.3053 -0.02 0.00 0.02 0.1156
H 3.1394 3.4193 3.0954 0.01 0.04 0.02 0.1106
H 4.9224 2.8184 1.4733 0.03 0.01 -0.01 0.1116
H 4.6683 0.8193 0.0684 0.01 0.02 -0.01 0.1198
H 4.7822 -1.3710 0.3646 0.01 -0.03 0.01 0.1165
H 4.9243 -3.2945 -1.1450 0.02 -0.01 -0.01 0.1110
H 2.9053 -4.0166 -2.4068 0.00 -0.02 -0.02 0.1080
H 0.7980 -2.8720 -2.0693 0.04 0.03 0.07 0.0799
F -1.1382 -3.9637 7.0335 0.00 0.02 -0.03 0.1456
C -0.8622 -3.7255 5.7577 0.00 0.02 -0.06 -0.1359
C -1.5213 -2.7255 5.0686 0.02 -0.03 0.02 -0.1448
F -2.4446 -1.9875 5.6829 0.00 0.01 -0.02 0.1311
C -1.2274 -2.4945 3.7329 -0.23 0.13 0.18 -0.2337
F -1.9302 -1.5046 3.1314 0.14 -0.07 -0.07 -0.0210
C -0.2814 -3.2175 3.0273 0.17 -0.13 -0.15 -0.4766
S 0.2081 -3.0419 1.3348 -0.11 0.01 -0.10 0.7655
C 0.3641 -4.2205 3.7588 0.08 -0.12 0.12 -0.2454
F 1.2891 -4.9778 3.1687 -0.02 0.05 -0.02 0.0889
C 0.0902 -4.4805 5.0890 -0.06 0.10 -0.10 -0.1402
F 0.7359 -5.4473 5.7271 0.02 -0.03 0.03 0.1444
Br 1.2743 3.8976 -5.7428 0.02 0.10 -0.07 0.7922
C 0.7350 2.5498 -4.5456 0.04 -0.30 -0.01 -0.6989
C 1.1454 1.2127 -4.8286 -0.03 0.14 -0.01 -0.0754
C 0.6769 0.1703 -4.0320 -0.03 0.13 0.08 -0.0113
C -0.1118 0.4314 -2.9405 -0.05 -0.39 0.04 -0.1955
C -0.3795 1.8136 -2.4594 -0.23 0.09 -0.02 -0.1693
C -0.0108 2.8513 -3.4659 -0.03 -0.03 0.01 -0.0830
N -0.6707 -0.6265 -2.1782 -0.04 0.07 -0.29 -0.0507
C -1.2151 -1.6041 -2.8196 -0.12 -0.09 0.08 -0.0523
C -1.8831 -2.6277 -2.0404 0.20 0.36 -0.14 -0.2603
C -2.6402 -3.6293 -2.6195 -0.12 -0.18 0.20 0.0218
C -3.3734 -4.4608 -1.7850 0.10 0.10 -0.14 -0.0105
C -3.3296 -4.2357 -0.4196 0.07 0.09 0.17 -0.0032
C -2.5226 -3.2297 0.0884 -0.05 -0.09 -0.29 -0.1884
N -1.7867 -2.4394 -0.7089 -0.27 -0.16 -0.07 -0.1490
H 1.7916 1.0128 -5.6692 0.02 0.01 -0.01 0.1044
H 0.9697 -0.8474 -4.2559 -0.01 -0.04 0.00 0.1242
H -1.4442 1.9093 -2.1831 0.11 0.03 -0.10 0.1481
H -0.3278 3.8689 -3.2848 0.02 0.02 0.02 0.1123
H -1.2721 -1.6075 -3.9038 0.00 0.01 0.04 0.1528
H -2.6594 -3.7390 -3.6942 0.00 0.01 -0.02 0.1287
H -3.9767 -5.2567 -2.1975 -0.02 -0.02 0.01 0.1244
H -3.8991 -4.8410 0.2703 -0.02 -0.01 -0.01 0.1250
H -2.4479 -3.0519 1.1490 -0.01 0.00 0.02 0.0727
C 0.7376 4.3666 -0.4190 -0.01 0.01 0.04 -0.0609
C 1.3566 3.0527 -0.8902 -0.01 0.03 -0.07 -0.1514
C 0.3578 1.9477 -1.0984 0.00 0.01 0.21 -0.2918
N 0.1328 1.0544 -0.2454 -0.04 -0.47 -0.14 -0.0866
H 1.4871 5.1570 -0.4115 0.03 -0.01 -0.01 0.0846
H 0.3507 4.2570 0.5929 -0.01 0.00 -0.02 0.0591
H -0.0837 4.6893 -1.0593 -0.04 0.02 -0.01 0.0692
H 2.0766 2.7004 -0.1558 0.03 0.02 0.02 0.0843
H 1.8851 3.2133 -1.8345 0.00 -0.03 0.02 0.1220
Te -2.9258 0.1801 0.5446 -0.02 -0.30 -0.33 1.1817
C -2.9571 2.2529 0.3571 0.02 0.09 0.03 -0.6440
C -3.8127 2.7813 -0.6081 0.07 0.18 0.06 -0.1715
C -3.8955 4.1571 -0.7687 -0.05 -0.04 -0.01 -0.0715
C -3.1621 4.9984 0.0558 0.00 0.00 0.01 -0.0681
C -2.3316 4.4667 1.0307 0.00 -0.03 0.03 -0.0918
C -2.2103 3.0916 1.1757 -0.07 0.11 -0.05 -0.1534
H -4.4179 2.1300 -1.2246 -0.01 -0.04 -0.02 0.0887
H -4.5545 4.5705 -1.5203 0.00 0.01 -0.01 0.1107
H -3.2462 6.0703 -0.0552 0.00 0.04 0.00 0.1118
H -1.7673 5.1253 1.6763 0.01 0.03 0.03 0.1129
H -1.5447 2.6838 1.9250 0.02 -0.03 0.01 0.0935

=====

2.
19
Properties=species:S:1:pos:R:3:forces:R:3:lowdin_charge:R:1 method="wB97M-V/def2-TZVPD" charge=0 largest_force_ev_per_a=6.3 lumo_energy_ev=1.009 spin_multiplicity=1 orbital_gap_ha=0.38319
C -1.3436 1.3902 1.3559 1.32 -1.06 0.79 -0.1932
C -2.6396 1.6004 1.2363 -0.23 1.00 -0.08 -0.0158
C -0.1901 1.6022 0.3805 1.08 1.86 2.57 -0.2195
C 0.7970 0.5271 0.6627 -1.13 -0.19 -1.80 -0.1713
C 0.6850 -0.6455 0.0736 -1.38 -1.00 -1.00 -0.1574
C 1.8158 -1.6287 -0.1473 -0.72 -0.27 -1.64 -0.0952
H -0.9821 0.7241 2.2060 -0.68 1.08 -0.88 0.1175
H -3.2964 1.2424 2.0400 0.05 0.29 -0.64 0.0578
H -2.9972 2.2731 0.4329 -0.16 -0.73 0.51 0.0687
H 0.4308 2.5757 0.3218 -1.11 -0.83 1.47 0.1431
H -0.4081 1.6767 -0.6122 -1.58 -0.82 -2.85 0.0653
H 1.5965 0.8409 1.2398 1.87 0.11 0.97 0.0923
H -0.3783 -0.8833 -0.4486 2.62 0.61 1.08 0.1562
H 2.5956 -1.2014 -0.7986 0.00 0.22 0.74 0.0916
H 1.4349 -2.3767 -0.8354 -0.06 -0.43 0.19 0.0340
H 2.2290 -2.2065 0.6517 0.25 0.17 0.90 0.0658
H 0.3173 -2.4787 -2.2523 0.36 -3.83 4.61 -0.0782
H 0.0739 -1.0774 -2.5555 0.19 -0.69 -0.56 0.0468
O 0.2595 -1.9547 -2.9513 -0.70 4.52 -4.38 -0.0086

=====

3.
44
Properties=species:S:1:pos:R:3:forces:R:3:lowdin_charge:R:1 method="wB97M-V/def2-TZVPD" charge=0 largest_force_ev_per_a=18.2 lumo_energy_ev=-0.062 spin_multiplicity=1 orbital_gap_ha=0.31181
C 3.6197 -0.4973 2.2298 1.52 1.15 1.35 -0.0770
C 2.3432 -0.9479 2.8874 3.22 9.68 5.59 -0.2251
O 1.2612 -0.1284 2.5679 6.39 0.53 -2.69 -0.1012
C 0.1747 -0.3181 3.2094 0.30 6.17 6.28 -0.3915
C -0.6920 0.6771 2.6560 -6.00 5.69 9.10 -0.1937
H -1.7591 0.5640 3.2657 2.23 -0.06 -1.48 0.1681
H -0.4994 1.9223 3.2013 0.08 -3.68 -2.19 0.2157
C -0.9208 0.6611 1.2919 -12.32 -1.99 1.60 -0.2629
N -1.4162 -0.5526 0.7750 -5.63 5.60 -1.96 0.1294
C -2.4763 -0.5021 -0.2134 3.58 -7.01 4.90 -0.4550
O -3.2116 0.3842 -0.3395 -2.00 3.27 -1.58 0.1433
C -2.7095 -2.0333 -0.5833 -7.83 11.46 -11.82 0.0704
H -2.3221 -2.6757 -0.1191 4.98 -9.08 7.78 -0.0255
H -3.9101 -2.0139 -0.8793 3.13 -0.79 1.18 0.1950
C -1.8982 -2.2396 -2.0411 -2.36 5.91 3.52 -0.2319
C -2.5497 -1.0715 -3.0045 -2.47 -5.08 -3.95 -0.2884
O -3.4899 -1.3626 -3.8136 2.34 0.91 3.36 0.0410
N -1.8704 0.0648 -3.1984 -6.48 -3.42 -2.11 0.1630
C -0.8099 0.1409 -2.5758 8.08 10.09 3.56 -0.2107
C -0.2216 1.6110 -2.4916 4.43 -10.05 4.42 0.1602
C 1.1289 1.7284 -1.9276 -6.82 1.41 -1.63 -0.3882
C 1.6475 0.8573 -1.1030 2.98 -6.17 0.38 -0.0352
C 1.0638 -0.5208 -1.1559 2.09 4.57 0.67 0.0319
C -0.1315 -0.6353 -1.7344 0.15 -7.06 0.01 -0.0624
O -0.5709 -2.3236 -1.7637 2.26 5.68 -0.20 -0.0269
H 1.6000 -1.3470 -0.7846 0.23 -0.88 0.59 0.1110
H 2.7624 1.0390 -0.9145 -1.80 -0.58 0.62 0.1418
C 1.5262 3.0624 -1.9270 6.84 6.17 -1.90 -0.1198
H 2.4965 3.3889 -1.2353 -2.35 -1.35 -1.51 0.1383
H 1.9524 3.4844 -3.0237 -1.18 -1.30 2.52 0.1468
H 0.8318 3.8155 -1.6697 -1.18 0.40 0.33 0.0554
H -0.5813 2.2294 -3.1147 -2.76 4.84 -4.28 0.0326
H -2.3643 0.6695 -3.7922 0.03 1.54 -0.83 0.1797
H -2.0378 -3.1224 -2.4020 -2.40 -5.22 -2.74 0.0827
H -0.8525 -1.2443 0.8790 3.93 -5.93 -0.03 0.0524
H -0.1656 0.9181 0.9631 13.35 3.92 -6.94 -0.0100
H -1.6243 1.3984 0.9364 -0.41 0.54 0.45 0.1500
H -0.2933 -1.1146 3.1164 -3.71 -8.45 -1.28 0.0469
H 0.2677 -0.2545 4.4160 0.09 0.29 -2.20 0.1800
H 2.5540 -0.8430 4.2864 -0.72 -0.46 -3.96 0.2145
H 2.0528 -1.8006 2.7118 -2.16 -9.41 -1.59 0.0195
H 4.4293 -1.0482 2.7340 -0.17 -0.70 -0.90 0.0737
H 4.0475 0.5198 2.5372 -1.59 -0.82 -0.47 0.1036
H 3.6187 -0.5392 1.1429 0.11 -0.32 0.03 0.0588

=====

| no. | calculated total energy (eV) |
| --- | --- |
| 1 | -150450.2568 |
| 2 | -8460.9965 |
| 3 | -28103.9053 |